No. 1
Density functional theory data (wB97M-V/def2-TZVPD) for a molecular structure, C26H34BCl3CsGeN9O4.

Last column: Löwdin charge in e.
Cartesian coordinates (Å):
Cs -0.256 -0.301 -0.768  1.215
C 0.944 -3.160 3.458  -0.019
N 1.988 -2.163 3.281  -0.139
C 2.984 -2.031 4.326  -0.052
C 1.917 -1.316 2.228  -0.427
O 1.041 -1.370 1.386  -0.129
C 3.012 -0.245 2.132  -0.119
O 2.687 0.756 1.214  -0.147
C 3.033 0.487 -0.132  -0.147
C 2.419 1.563 -1.015  -0.530
O 1.703 1.189 -1.989  -0.437
N 2.623 2.837 -0.761  -0.088
C 1.998 3.864 -1.585  -0.016
C 3.537 3.305 0.276  -0.003
H 1.387 -4.152 3.558  0.093
H 0.288 -3.138 2.593  0.076
H 0.348 -2.942 4.348  0.096
H 2.974 -2.937 4.928  0.088
H 2.780 -1.185 4.990  0.095
H 3.989 -1.924 3.916  0.087
H 3.973 -0.725 1.897  0.140
H 3.130 0.247 3.100  0.131
H 2.645 -0.478 -0.458  0.071
H 4.125 0.479 -0.264  0.137
H 1.227 3.419 -2.201  0.092
H 2.756 4.341 -2.211  0.097
H 1.530 4.592 -0.927  0.081
H 4.562 3.012 0.036  0.098
H 3.251 2.918 1.248  0.091
H 3.484 4.390 0.299  0.094
O -1.302 -4.819 -2.453  -0.061
C -1.221 -3.581 -2.274  -0.569
N -1.503 -2.862 -1.216  -0.088
C -1.998 -3.652 -0.125  -0.223
C -2.384 -2.840 1.090  -0.275
C -2.584 -3.489 2.313  -0.055
C -2.947 -2.760 3.428  -0.097
C -3.097 -1.384 3.308  -0.079
C -2.880 -0.817 2.063  -0.139
N -2.544 -1.522 0.984  0.064
C -0.752 -2.765 -3.488  -0.213
C -0.259 -3.458 -4.594  -0.021
C 0.102 -2.764 -5.732  -0.076
C -0.049 -1.385 -5.750  -0.118
C -0.530 -0.776 -4.603  -0.205
N -0.868 -1.435 -3.497  0.017
H -1.280 -4.422 0.207  0.117
H -2.878 -4.251 -0.416  0.126
H -2.447 -4.563 2.370  0.110
H -3.107 -3.252 4.380  0.097
H -3.366 -0.760 4.150  0.093
H -2.972 0.255 1.919  0.101
H -0.202 -4.534 -4.514  0.107
H 0.490 -3.286 -6.598  0.101
H 0.208 -0.792 -6.616  0.079
H -0.674 0.303 -4.575  0.106
B -1.587 4.050 0.106  -0.442
N -1.264 3.265 1.404  -0.097
C -1.984 3.250 2.538  -0.116
C -1.411 2.348 3.414  -0.102
C -0.323 1.841 2.689  -0.199
N -0.237 2.397 1.485  0.055
N -2.657 3.293 -0.716  -0.109
C -3.852 3.751 -1.128  -0.127
C -4.493 2.740 -1.817  -0.098
C -3.585 1.672 -1.759  -0.189
N -2.488 2.014 -1.095  0.003
H -2.068 5.126 0.404  0.062
H -0.570 4.162 -0.520  0.045
H -2.847 3.889 2.634  0.112
H -1.731 2.097 4.411  0.076
H 0.400 1.095 2.983  0.082
H -4.151 4.760 -0.896  0.102
H -5.466 2.768 -2.278  0.073
H -3.676 0.672 -2.157  0.096
Cl 2.722 -1.460 -3.129  0.190
Ge 2.664 0.580 -3.869  0.030
Cl 4.545 1.593 -3.276  0.118
Cl 3.025 0.373 -6.086  0.007

Output
Net charge   -1
Maximum force   0.0268 Eh/bohr
Kohn-Sham gap (spin up / spin down)   6.2338 / 4.9573 eV
Multiplicity   2
ΔE to the lowest compared entry with this formula, charge and spin   9.8 kcal per mole

=====

No. 2
Density functional theory data (wB97M-V/def2-TZVPD) for a gas-phase ion, C2H6N3OS (charge +1).

Last column: Löwdin charge in e.
Cartesian coordinates (Å):
C -0.587 0.448 0.423  -0.333
C -1.052 -0.076 -0.929  0.106
N 0.433 1.205 -0.386  0.135
N -0.071 -0.351 1.467  -0.222
N -0.140 0.618 -1.527  0.152
O 1.087 -1.906 -0.324  -0.548
S 1.102 -1.674 1.078  0.904
H -1.197 1.193 0.937  0.172
H -1.782 -0.875 -1.387  0.200
H 0.473 2.124 -0.423  0.082
H -0.824 -0.689 2.158  0.139
H 2.341 -0.775 1.308  0.058
H 0.217 0.759 -2.395  0.154

Output
Net charge   +1
Maximum force   0.1304 Eh/bohr
Kohn-Sham gap   8.4907 eV
ΔE to the lowest compared entry with this formula, charge and spin   130.1 kcal per mole

=====

No. 3
Density functional theory data (wB97M-V/def2-TZVPD) for a single C5H12N2 molecule.

Last column: Löwdin charge in e.
Cartesian coordinates (Å):
C -0.801 -1.309 2.616  -0.003
C -1.295 -0.769 1.517  -0.210
C -1.197 0.666 1.041  -0.208
C -0.564 0.691 -0.346  -0.262
N 0.875 0.473 -0.203  -0.067
C 1.589 0.577 -1.457  -0.335
N 1.072 -0.264 -2.525  0.002
H -0.892 -2.365 2.791  0.047
H -0.239 -0.698 3.300  0.055
H -1.927 -1.364 0.849  0.102
H -2.186 1.122 1.134  0.110
H -0.568 1.236 1.737  0.109
H -1.137 0.034 -1.009  0.104
H -0.610 1.694 -0.788  0.116
H 1.028 -0.454 0.183  0.099
H 1.499 1.609 -1.777  0.107
H 2.639 0.364 -1.234  0.107
H 1.246 -1.255 -2.414  0.065
H 1.469 0.012 -3.415  0.061

Output
Maximum force   0.0249 Eh/bohr
Kohn-Sham gap   10.2787 eV
ΔE to the lowest compared entry with this formula, charge and spin   30.0 kcal per mole

=====

no.,E (a.u.)
1,-5307.64511
2,-717.07417
3,-307.18150